[1]
Density functional theory data (ωB97M-V/def2-TZVPD) for the molecule C2H6N2O.

Results
**Frontier orbital gap**: 0.3787 hartree

Each line ends with the Löwdin charge.
Cartesian coordinates (Å):
C1 1.88 -0.57 -0.02  -0.158
N1 1.26 0.75 0.03  -0.027
C2 0.01 0.74 0.01  -0.275
N2 -0.80 -0.40 -0.15  -0.087
O1 -2.15 -0.15 0.15  -0.081
H1 1.81 -1.06 1.01  0.096
H2 2.95 -0.45 -0.22  0.061
H3 1.42 -1.23 -0.81  0.083
H4 -0.55 1.70 -0.03  0.131
H5 -0.51 -1.15 0.50  0.127
H6 -2.52 -0.11 -0.79  0.130

[2]
Density functional theory data (ωB97M-V/def2-TZVPD) for the molecule C6H10O.

Results
**Frontier orbital gap**: 0.3570 hartree

Each line ends with the Löwdin charge.
Cartesian coordinates (Å):
C1 -1.84 -0.65 -1.09  0.008
C2 -1.88 -0.09 0.11  -0.235
O1 -0.91 -0.20 1.06  -0.073
C3 0.39 -0.58 0.60  -0.392
C4 1.38 -0.09 1.65  -0.041
C5 0.79 0.02 -0.74  -0.174
C6 0.65 1.30 -1.08  0.016
H1 -1.10 -1.40 -1.31  0.059
H2 -2.47 -0.32 -1.91  0.062
H3 -2.68 0.58 0.44  0.118
H4 0.43 -1.68 0.53  0.144
H5 1.18 -0.52 2.64  0.083
H6 1.31 1.00 1.70  0.087
H7 2.39 -0.35 1.34  0.087
H8 1.25 -0.67 -1.44  0.111
H9 0.11 2.01 -0.45  0.078
H10 1.00 1.66 -2.04  0.061

[3]
Density functional theory data (ωB97M-V/def2-TZVPD) for CH5N7 as an isolated structure.

Results
**Frontier orbital gap**: 0.3337 hartree

Each line ends with the Löwdin charge.
Cartesian coordinates (Å):
C1 -0.20 0.50 -0.27  -0.362
H1 1.79 -1.27 -1.43  0.087
H2 0.36 -1.58 -2.55  0.097
H3 -0.63 2.38 -0.77  0.119
H4 1.14 -0.88 1.22  0.213
H5 -0.52 -1.89 1.04  0.106
N1 0.69 -1.27 -1.53  -0.125
N2 0.55 0.23 -1.41  -0.075
N3 -0.64 1.83 0.03  0.036
N4 -1.08 2.08 1.22  0.006
N5 -0.97 1.00 1.79  0.022
N6 -0.46 0.04 0.93  -0.200
N7 -0.03 -1.17 1.73  0.077

[4]
Density functional theory data (ωB97M-V/def2-TZVPD) for the molecule C4H6O.

Results
**Frontier orbital gap**: 0.4034 hartree

Each line ends with the Löwdin charge.
Cartesian coordinates (Å):
C1 -2.16 -0.09 -1.00  0.104
C2 -0.98 -0.26 -0.81  -0.159
C3 0.47 -0.10 -0.70  -0.188
C4 0.88 0.46 0.70  -0.254
O1 1.09 -0.56 1.66  -0.074
H1 -3.22 -0.16 -0.97  0.018
H2 0.66 0.58 -1.52  0.113
H3 1.03 -1.02 -0.88  0.120
H4 0.14 1.18 1.08  0.120
H5 1.84 0.98 0.60  0.114
H6 0.24 -0.99 1.82  0.086

[5]
Density functional theory data (ωB97M-V/def2-TZVPD) for a 12-piece molecular cluster, C18H60N18O12 overall.

Results
**Frontier orbital gap**: 0.3288 hartree

Each line ends with the Löwdin charge.
Cartesian coordinates (Å):
N1 1.14 -4.66 -3.43  0.164
C1 0.45 -3.98 -2.47  -0.607
N2 -0.81 -3.61 -2.88  0.188
O1 0.91 -3.71 -1.36  -0.001
H1 0.82 -4.67 -4.38  0.103
H2 2.00 -5.03 -3.06  0.113
H3 -1.51 -3.40 -2.18  0.057
H4 -0.90 -4.06 -3.77  0.094
N3 -2.05 1.66 -4.92  0.168
C2 -1.12 0.95 -4.25  -0.712
N4 -0.09 1.67 -3.80  0.178
O2 -1.17 -0.28 -4.12  -0.021
H5 -2.65 1.19 -5.57  0.108
H6 -1.80 2.62 -5.10  0.097
H7 0.07 2.67 -3.93  0.055
H8 0.65 1.13 -3.37  0.099
N5 -1.05 3.52 2.58  0.154
C3 -1.70 2.35 2.72  -0.705
N6 -0.94 1.27 2.46  0.192
O3 -2.87 2.30 3.11  0.002
H9 -0.35 3.56 1.86  0.077
H10 -1.47 4.31 3.02  0.107
H11 -0.02 1.49 2.13  0.066
H12 -1.34 0.38 2.67  0.101
N7 0.65 -0.66 0.50  0.193
C4 0.34 0.00 -0.63  -0.608
N8 -0.55 -0.73 -1.39  0.211
O4 0.69 1.12 -0.99  -0.012
H13 0.41 -1.63 0.64  0.070
H14 1.33 -0.29 1.16  0.056
H15 -0.92 -0.36 -2.25  0.045
H16 -0.87 -1.63 -1.08  0.042
N9 -4.69 -1.53 -1.66  0.167
C5 -5.79 -2.31 -1.45  -0.691
N10 -5.46 -3.58 -1.12  0.145
O5 -6.96 -1.94 -1.56  0.006
H17 -4.79 -0.55 -1.88  0.077
H18 -3.80 -2.03 -1.57  0.051
H19 -6.10 -4.31 -1.37  0.102
H20 -4.52 -3.83 -0.88  0.065
N11 -2.90 -1.96 1.29  0.207
C6 -2.22 -2.78 0.44  -0.626
N12 -1.16 -3.40 1.01  0.199
O6 -2.48 -2.91 -0.76  -0.061
H21 -2.67 -2.01 2.26  0.103
H22 -3.57 -1.31 0.93  0.110
H23 -1.13 -3.39 2.02  0.095
H24 -0.60 -4.03 0.45  0.109
N13 1.58 -2.84 3.02  0.165
C7 1.07 -3.69 3.95  -0.671
N14 1.15 -3.12 5.22  0.133
O7 0.58 -4.78 3.70  0.026
H25 1.81 -1.95 3.44  0.054
H26 1.75 -3.28 2.12  0.071
H27 0.88 -3.68 6.01  0.096
H28 1.05 -2.14 5.34  0.057
N15 2.44 2.18 3.55  0.177
C8 2.07 0.93 3.90  -0.635
N16 1.82 0.77 5.22  0.177
O8 1.97 0.05 3.02  -0.028
H29 2.64 2.43 2.59  0.064
H30 2.55 2.87 4.28  0.101
H31 1.47 -0.07 5.65  0.087
H32 2.10 1.54 5.81  0.100
N17 -0.58 6.13 -2.15  0.169
C9 -0.04 4.91 -2.30  -0.653
N18 0.26 4.32 -1.10  0.174
O9 0.03 4.29 -3.36  0.005
H33 -0.53 6.56 -1.25  0.101
H34 -1.01 6.50 -2.98  0.116
H35 -0.05 4.67 -0.22  0.091
H36 0.66 3.41 -1.24  0.063
C10 -4.47 2.75 -0.08  -0.060
C11 -3.98 2.52 -1.50  -0.489
C12 -2.60 1.90 -1.43  -0.051
O10 -4.91 1.74 -2.22  -0.037
H37 -5.39 3.32 0.03  0.079
H38 -3.75 3.31 0.53  0.068
H39 -4.49 1.79 0.44  0.078
H40 -3.92 3.53 -1.94  0.133
H41 -2.52 1.18 -0.62  0.071
H42 -1.72 2.53 -1.48  0.062
H43 -2.63 1.14 -2.22  0.061
H44 -5.16 2.32 -2.94  0.091
C13 3.67 -2.10 0.42  -0.053
C14 3.84 -3.61 0.20  -0.465
C15 4.87 -4.28 1.10  -0.056
O11 2.59 -4.24 0.54  -0.108
H45 3.54 -1.87 1.48  0.065
H46 2.83 -1.76 -0.18  0.059
H47 4.50 -1.47 0.09  0.077
H48 4.13 -3.85 -0.82  0.131
H49 5.67 -3.58 1.36  0.073
H50 5.39 -5.11 0.62  0.072
H51 4.43 -4.58 2.05  0.080
H52 2.09 -4.23 -0.31  0.027
C16 3.47 3.84 -0.84  -0.046
C17 3.62 2.55 0.00  -0.488
C18 4.83 2.63 0.95  -0.059
O12 2.45 2.25 0.71  -0.097
H53 3.02 4.69 -0.32  0.075
H54 2.77 3.46 -1.57  0.061
H55 4.45 4.05 -1.26  0.080
H56 3.89 1.78 -0.73  0.138
H57 5.04 1.72 1.51  0.076
H58 4.75 3.50 1.60  0.078
H59 5.73 2.78 0.34  0.075
H60 1.82 1.77 0.13  0.028

[6]
Density functional theory data (ωB97M-V/def2-TZVPD) for an isolated ion of composition C4H10NS2 and charge +1.

Results
**Net charge**: +1
**Frontier orbital gap**: 0.3657 hartree

Each line ends with the Löwdin charge.
Cartesian coordinates (Å):
C1 0.36 1.50 -1.14  -0.060
N1 -0.10 0.27 -0.59  -0.253
C2 0.66 -0.89 -1.18  -0.322
S1 0.07 -2.37 -0.18  0.916
C3 0.07 -1.44 1.37  -0.415
C4 0.02 0.15 0.94  -0.573
S2 -1.41 1.02 1.67  0.806
H1 1.40 1.70 -0.95  0.109
H2 0.09 1.80 -2.18  0.129
H3 -0.35 2.31 -0.68  0.128
H4 -1.24 0.17 -0.76  0.243
H5 0.39 -1.23 -2.11  0.062
H6 1.69 -0.77 -1.02  0.091
H7 0.89 -1.68 1.96  0.053
H8 -0.79 -1.65 1.93  0.043
H9 0.87 0.66 1.43  0.125
H10 -2.63 0.43 1.48  -0.083

[7]
Density functional theory data (ωB97M-V/def2-TZVPD) for a 6-piece molecular cluster, C30H34N6O10 overall.

Results
**Frontier orbital gap**: 0.2885 hartree

Each line ends with the Löwdin charge.
Cartesian coordinates (Å):
O1 4.82 1.53 0.10  0.037
N1 4.94 0.67 1.03  -0.340
O2 4.94 -0.52 0.95  0.076
C1 4.88 1.26 2.42  -0.137
C2 4.44 2.63 2.66  0.022
C3 4.45 3.26 4.05  -0.023
C4 5.02 2.46 5.10  -0.115
C5 5.41 1.12 4.97  -0.045
C6 5.51 0.50 3.54  0.064
H1 4.07 3.25 1.87  0.092
H2 4.24 4.27 4.21  0.067
H3 5.05 2.90 6.19  0.130
H4 5.68 0.40 5.65  0.050
H5 6.02 -0.53 3.33  0.132
O3 -8.85 0.83 -0.08  0.050
N2 -7.75 0.20 -0.22  -0.310
O4 -7.16 -0.48 0.65  0.036
C7 -6.85 0.60 -1.35  -0.077
C8 -5.35 0.71 -1.21  0.063
C9 -4.45 0.72 -2.53  0.044
C10 -5.16 1.03 -3.85  -0.049
C11 -6.58 0.95 -3.94  -0.079
C12 -7.47 0.70 -2.78  0.047
H6 -4.81 0.53 -0.40  0.017
H7 -3.34 0.95 -2.44  0.070
H8 -4.56 1.04 -4.67  0.054
H9 -6.96 1.35 -4.82  0.066
H10 -8.55 0.81 -2.92  0.095
O5 0.23 3.00 -1.54  -0.002
N3 -0.41 2.05 -2.17  -0.309
O6 -1.34 2.07 -2.97  0.056
C13 0.31 0.80 -1.94  -0.066
C14 -0.57 -0.47 -2.48  0.121
C15 0.08 -1.84 -2.05  0.029
C16 1.51 -1.82 -1.54  -0.041
C17 2.15 -0.72 -0.99  -0.067
C18 1.61 0.58 -1.33  0.011
H11 -1.55 -0.55 -2.81  0.038
H12 -0.33 -2.74 -2.07  0.023
H13 2.04 -2.66 -1.31  0.052
H14 3.08 -0.90 -0.53  0.061
H15 2.24 1.29 -1.21  0.035
O7 1.94 0.54 1.73  0.032
N4 1.10 0.30 2.62  -0.330
O8 1.32 -0.40 3.59  0.075
C19 0.01 1.31 2.74  -0.093
C20 -0.21 2.35 1.58  0.055
C21 -1.46 3.13 1.77  0.030
C22 -2.38 3.04 3.15  -0.067
C23 -2.20 2.04 4.09  -0.116
C24 -0.96 1.14 3.82  -0.005
H16 0.45 2.38 0.70  0.070
H17 -1.64 3.81 1.11  -0.006
H18 -3.18 3.89 3.25  0.115
H19 -2.88 2.18 5.14  0.166
H20 -0.83 0.48 4.72  0.110
C25 5.17 -1.76 -2.97  -0.093
N5 5.14 -2.93 -3.80  -0.250
C26 5.49 -2.74 -5.13  -0.092
C27 4.63 -4.12 -3.37  -0.285
O9 4.79 -5.16 -4.07  -0.038
H21 6.26 -1.32 -2.94  0.125
H22 5.06 -2.05 -1.96  0.050
H23 4.44 -0.96 -3.28  0.107
H24 6.12 -1.74 -5.31  0.135
H25 4.64 -2.68 -5.73  0.062
H26 6.24 -3.62 -5.39  0.133
H27 4.09 -4.23 -2.35  0.152
C28 -2.89 -1.46 2.42  -0.045
N6 -3.35 -2.03 1.18  -0.156
C29 -4.83 -2.45 1.11  0.026
C30 -2.59 -2.24 0.18  -0.373
O10 -2.91 -2.70 -0.96  -0.042
H28 -3.16 -1.92 3.43  0.133
H29 -3.17 -0.54 2.51  0.013
H30 -1.82 -1.48 2.20  0.067
H31 -5.19 -1.93 0.19  0.081
H32 -5.36 -1.90 1.75  0.014
H33 -5.05 -3.52 1.14  0.108
H34 -1.49 -1.89 0.56  0.161

[8]
Density functional theory data (ωB97M-V/def2-TZVPD) for the molecule C19H21FN4S.

Results
**Frontier orbital gap**: 0.3027 hartree

Each line ends with the Löwdin charge.
Cartesian coordinates (Å):
C1 -0.46 -0.75 2.65  -0.107
N1 -0.79 -0.42 1.29  -0.026
C2 -0.43 0.74 0.71  -0.793
S1 0.27 1.95 1.61  0.715
N2 -0.75 0.91 -0.60  -0.123
C3 -0.09 1.93 -1.38  -0.181
C4 1.17 1.38 -2.09  -0.099
C5 2.11 0.82 -1.06  -0.165
C6 2.94 1.54 -0.24  -0.293
C7 3.23 2.99 -0.21  -0.018
N3 3.50 0.70 0.69  0.132
C8 3.02 -0.56 0.51  -0.208
C9 3.25 -1.73 1.23  -0.014
C10 2.61 -2.88 0.82  -0.030
C11 1.78 -2.85 -0.30  -0.283
F1 1.16 -4.00 -0.67  0.033
C12 1.54 -1.71 -1.03  0.031
C13 2.15 -0.53 -0.61  -0.126
C14 -1.59 -0.03 -1.30  -0.118
C15 -2.94 -0.18 -0.64  -0.200
C16 -3.56 -1.42 -0.51  -0.036
C17 -4.80 -1.50 0.08  -0.058
C18 -5.39 -0.32 0.53  -0.153
N4 -4.81 0.86 0.42  0.071
C19 -3.63 0.93 -0.15  -0.092
H1 0.51 -1.26 2.72  0.080
H2 -0.41 0.17 3.23  0.031
H3 -1.24 -1.40 3.06  0.085
H4 -1.01 -1.21 0.70  0.117
H5 -0.79 2.33 -2.12  0.124
H6 0.21 2.73 -0.70  0.066
H7 1.64 2.19 -2.64  0.113
H8 0.88 0.60 -2.79  0.110
H9 3.04 3.44 -1.18  0.080
H10 2.58 3.48 0.53  0.063
H11 4.26 3.17 0.07  0.082
H12 4.08 1.00 1.45  0.165
H13 3.91 -1.73 2.08  0.112
H14 2.74 -3.81 1.35  0.113
H15 0.91 -1.75 -1.91  0.114
H16 -1.74 0.36 -2.31  0.139
H17 -1.12 -1.02 -1.39  0.107
H18 -3.06 -2.31 -0.87  0.116
H19 -5.30 -2.45 0.20  0.101
H20 -6.36 -0.33 1.01  0.103
H21 -3.19 1.92 -0.22  0.123